Density functional theory data (ωB97M-V/def2-TZVPD) for a 9-piece molecular cluster, C29H52O25S7 overall at a distorted geometry.

Cartesian coordinates (Å):
1 C 0.267 -1.728 0.214
2 C 0.161 -0.823 1.426
3 O 0.577 0.395 1.010
4 S 0.101 0.766 -0.611
5 O 1.176 1.389 -1.376
6 O -1.177 1.483 -0.538
7 O -0.088 -0.905 -0.871
8 H -0.408 -2.583 0.203
9 H 1.206 -2.254 0.043
10 H 0.617 -1.212 2.336
11 H -0.883 -0.823 1.740
12 C 3.839 -3.973 2.842
13 C 2.948 -3.339 1.718
14 O 1.664 -3.670 2.113
15 S 1.650 -5.289 2.570
16 O 1.564 -6.152 1.372
17 O 0.678 -5.470 3.671
18 O 3.185 -5.206 3.103
19 H 3.698 -3.413 3.766
20 H 4.824 -4.169 2.419
21 H 3.086 -3.671 0.689
22 H 2.995 -2.261 1.568
23 C 3.056 1.785 3.455
24 C 2.244 2.978 3.886
25 O 2.336 3.984 2.866
26 S 3.697 3.654 1.866
27 O 4.672 4.719 1.915
28 O 3.312 3.054 0.575
29 O 4.203 2.420 2.946
30 H 2.457 1.305 2.682
31 H 3.275 1.057 4.235
32 H 2.542 3.343 4.868
33 H 1.214 2.646 4.016
34 C -0.196 0.536 -5.043
35 C 1.262 0.185 -4.719
36 O 1.641 -0.740 -5.700
37 S 0.939 -0.448 -7.172
38 O 0.451 -1.666 -7.832
39 O 1.693 0.519 -7.892
40 O -0.318 0.362 -6.440
41 H -0.511 1.510 -4.668
42 H -0.854 -0.250 -4.672
43 H 1.515 -0.277 -3.764
44 H 1.975 0.964 -4.990
45 O -3.356 -4.492 -1.039
46 S -3.090 -4.614 0.406
47 O -1.737 -4.764 0.976
48 O -3.893 -3.394 1.239
49 C -3.940 -3.248 2.649
50 C -2.636 -3.553 3.401
51 C -3.932 -6.189 1.040
52 H -4.778 -3.883 2.935
53 H -4.388 -2.287 2.901
54 H -1.770 -3.182 2.852
55 H -2.409 -4.617 3.341
56 H -2.606 -3.370 4.475
57 H -3.279 -7.023 0.782
58 H -4.871 -6.322 0.503
59 H -3.976 -6.133 2.127
60 O 3.766 2.577 -4.134
61 S 4.837 3.417 -3.563
62 O 5.944 3.980 -4.350
63 O 4.091 4.722 -2.734
64 C 2.770 4.452 -2.257
65 C 2.391 5.629 -1.248
66 C 5.497 2.619 -1.988
67 H 2.750 3.404 -1.957
68 H 2.142 4.449 -3.148
69 H 2.294 6.607 -1.718
70 H 3.114 5.624 -0.432
71 H 1.472 5.336 -0.739
72 H 6.055 3.326 -1.374
73 H 6.045 1.781 -2.416
74 H 4.689 2.223 -1.372
75 O -3.189 2.132 5.288
76 S -3.404 1.162 4.206
77 O -3.134 -0.289 4.365
78 O -4.993 1.396 3.625
79 C -6.033 0.737 4.173
80 C -6.561 1.593 5.325
81 C -2.648 1.750 2.711
82 H -5.646 -0.254 4.409
83 H -6.791 0.605 3.401
84 H -6.890 2.561 4.947
85 H -5.801 1.776 6.085
86 H -7.430 1.202 5.854
87 H -1.594 1.486 2.624
88 H -2.848 2.816 2.606
89 H -3.181 1.142 1.980
90 C 0.037 -5.642 -4.198
91 C 1.418 -5.776 -4.301
92 C 2.170 -5.435 -3.187
93 C 1.555 -5.148 -1.968
94 C 0.161 -4.981 -1.877
95 C -0.585 -5.223 -3.052
96 H -0.556 -5.775 -5.091
97 H 1.875 -6.201 -5.183
98 H 3.243 -5.495 -3.293
99 H 2.062 -4.829 -1.070
100 H -0.356 -4.706 -0.970
101 H -1.632 -4.980 -3.161
102 C -1.963 6.684 -0.396
103 C -1.612 5.362 -0.423
104 C -1.205 4.745 -1.582
105 C -1.153 5.402 -2.755
106 C -1.548 6.755 -2.800
107 C -1.843 7.418 -1.577
108 H -2.361 7.225 0.450
109 H -1.829 4.727 0.423
110 H -0.795 3.747 -1.611
111 H -0.815 4.876 -3.636
112 H -1.511 7.160 -3.800
113 H -2.096 8.467 -1.524

strongest force on any atom: 5.3 eV/Å
HOMO (alpha / beta): -10.666 / -10.666 eV
charge: +1
multiplicity: 2
expectation value of S²: 0.768
Kohn-Sham gap (alpha / beta): 6.446 / 2.163 eV
LUMO energy (alpha / beta): -4.22 / -8.50 eV

Density functional theory data (ωB97M-V/def2-TZVPD) for a 2-piece molecular cluster, C29H53BIN7O6P overall at a distorted geometry.

Cartesian coordinates (Å):
1 C 0.206 0.791 5.508
2 C 0.805 0.464 4.032
3 C -0.463 0.386 3.036
4 C -0.211 1.189 1.633
5 C -0.082 0.068 0.498
6 C 0.148 0.672 -1.011
7 C -1.176 1.531 -1.259
8 C -2.554 0.713 -1.073
9 O -3.501 0.922 -2.161
10 C -4.661 0.120 -1.873
11 O -4.898 -0.848 -2.641
12 C -5.638 0.344 -0.628
13 C -5.152 -0.454 0.712
14 N 1.469 1.397 -0.782
15 P 1.471 3.162 -0.850
16 C 2.279 3.837 -2.419
17 O 2.541 3.696 0.420
18 C 2.637 0.664 -1.259
19 N 3.883 1.123 -1.173
20 C 5.015 0.335 -1.728
21 C 5.947 -0.359 -0.621
22 O 6.171 0.245 0.448
23 I 6.808 -2.335 -1.086
24 N 2.079 -0.540 -1.843
25 C 2.621 -1.852 -1.425
26 C 2.744 -2.956 -2.528
27 C 3.345 -4.287 -1.943
28 C 3.695 -4.260 -0.445
29 N 3.608 -3.226 0.515
30 C 3.070 -2.003 0.042
31 C 0.614 -0.406 -2.153
32 N -0.329 -1.506 -1.923
33 C -0.598 -2.406 -3.074
34 C -1.959 -2.035 -3.905
35 C -1.723 -1.990 -5.496
36 B 0.694 0.304 -3.656
37 O -0.492 0.728 -4.389
38 N 2.009 0.507 -4.389
39 C 1.944 1.696 -5.303
40 C 2.212 -0.676 -5.337
41 H -0.752 0.192 5.687
42 H 1.043 0.569 6.251
43 H -0.043 1.916 5.533
44 H 1.443 1.351 3.681
45 H 1.339 -0.542 3.985
46 H -0.667 -0.720 2.759
47 H -1.435 0.734 3.555
48 H 0.675 1.909 1.700
49 H -1.146 1.861 1.520
50 H 0.907 -0.494 0.726
51 H -0.897 -0.727 0.538
52 H -1.271 2.439 -0.552
53 H -1.248 2.006 -2.313
54 H -3.072 1.112 -0.116
55 H -2.424 -0.407 -0.912
56 H -5.661 1.456 -0.311
57 H -6.707 0.009 -0.826
58 H -4.032 -0.665 0.725
59 H -5.731 -1.444 0.845
60 H -5.376 0.160 1.666
61 H 2.672 4.892 -2.155
62 H 3.125 3.201 -2.847
63 H 1.421 4.021 -3.170
64 H 2.479 3.089 1.190
65 H 4.093 2.037 -0.722
66 H 5.695 1.083 -2.291
67 H 4.624 -0.388 -2.516
68 H 2.439 -2.822 -3.612
69 H 3.503 -5.210 -2.589
70 H 4.101 -5.260 -0.035
71 H 2.951 -1.126 0.758
72 H -0.092 -2.115 -1.130
73 H -0.841 -3.443 -2.614
74 H 0.270 -2.602 -3.788
75 H -2.789 -2.774 -3.594
76 H -2.309 -1.005 -3.563
77 H -0.682 -2.319 -5.827
78 H -2.557 -2.593 -5.993
79 H -1.865 -0.903 -5.842
80 H -0.622 1.698 -4.329
81 H 2.978 1.839 -5.762
82 H 1.595 2.661 -4.810
83 H 1.237 1.450 -6.189
84 H 1.250 -1.312 -5.251
85 H 2.436 -0.353 -6.405
86 H 3.131 -1.259 -4.949
87 C -3.773 -0.653 8.041
88 O -4.317 -0.564 6.956
89 N -3.204 0.382 8.724
90 C -2.572 0.197 10.015
91 C -3.233 1.708 8.139
92 H -3.697 -1.615 8.572
93 H -3.083 0.821 10.754
94 H -1.524 0.498 9.945
95 H -2.625 -0.846 10.330
96 H -4.273 2.004 7.978
97 H -2.722 1.682 7.173
98 H -2.743 2.428 8.795

strongest force on any atom: 5.7 eV/Å
HOMO: -10.692 eV
charge: +1
multiplicity: 1
Kohn-Sham gap: 7.422 eV
LUMO energy: -3.27 eV